1.
61
Properties=species:S:1:pos:R:3:forces:R:3 method="wB97M-V/def2-TZVPD" e_above_lowest_kcal_mol=6.5 orbital_gap_ha=0.3101 energy_ev=-49422.7430 smiles="CCOc1ccc(CNC(=O)c2ccc(Sc3ccc(C)cc3)c(NC(C)=O)c2)cc1OC" total_charge=0
C 2.990641 3.658174 6.701412 -0.18 -0.39 -0.23
C 2.173114 2.400035 6.447888 0.05 0.33 0.57
O 2.351589 2.057096 5.084679 -0.08 0.00 -0.19
C 1.906014 0.876044 4.577093 -0.02 -0.17 -0.09
C 2.405361 0.575188 3.311699 -0.10 0.00 0.20
C 2.049022 -0.576198 2.642078 -0.05 -0.05 0.10
C 1.171400 -1.472368 3.232081 -0.03 0.02 0.06
C 0.765678 -2.724800 2.500715 0.13 -0.13 0.03
N 0.141173 -2.414289 1.232332 -0.24 0.02 0.20
C 0.731773 -2.694906 0.049650 -0.17 -0.03 0.07
O 1.791430 -3.288463 -0.034790 0.24 -0.02 -0.11
C -0.006994 -2.226512 -1.162959 -0.08 0.07 -0.53
C 0.726390 -2.054474 -2.333825 0.09 -0.03 0.13
C 0.100978 -1.640193 -3.491374 -0.02 -0.11 0.22
C -1.260606 -1.380392 -3.491614 -0.21 0.00 -0.27
S -2.064026 -0.863144 -4.997357 0.07 -0.09 0.01
C -0.935291 0.376577 -5.590459 -0.25 -0.11 0.12
C -0.743533 0.492888 -6.958200 -0.09 -0.12 0.18
C 0.099152 1.472947 -7.449932 0.06 0.15 0.04
C 0.760995 2.341469 -6.592275 -0.04 -0.05 -0.08
C 1.682376 3.400378 -7.114253 0.02 0.01 0.03
C 0.549494 2.212410 -5.222793 -0.03 -0.05 -0.01
C -0.297609 1.246551 -4.717823 0.05 0.12 -0.05
C -2.017810 -1.567191 -2.326807 0.38 0.05 -0.02
N -3.386612 -1.311686 -2.372141 -0.02 0.02 -0.49
C -4.302152 -1.333937 -1.359806 -0.33 0.14 -0.22
C -5.687871 -0.962728 -1.841663 -0.04 -0.04 0.25
O -4.048949 -1.612975 -0.209636 0.04 -0.07 0.27
C -1.376321 -1.994653 -1.169293 0.14 -0.10 0.22
C 0.656850 -1.180338 4.486832 0.03 -0.07 -0.03
C 1.003829 -0.023957 5.174509 0.06 0.22 0.18
O 0.493318 0.289068 6.412520 0.25 0.16 -0.39
C -0.379923 -0.619556 7.034189 -0.12 -0.12 0.09
H 4.040620 3.468680 6.495209 0.12 0.02 0.01
H 2.650110 4.458442 6.050125 -0.02 0.13 -0.03
H 2.879709 3.967974 7.736607 0.00 0.06 0.11
H 2.520847 1.584815 7.092457 -0.09 0.08 -0.09
H 1.114375 2.586119 6.659739 0.19 -0.08 -0.02
H 3.091063 1.282613 2.873052 0.09 0.10 -0.03
H 2.457765 -0.787600 1.666069 0.06 -0.01 -0.14
H 0.075912 -3.319331 3.108548 0.13 0.02 -0.01
H 1.645850 -3.330201 2.262264 -0.19 0.02 0.09
H -0.681593 -1.833932 1.257828 0.08 0.01 -0.12
H 1.784607 -2.263124 -2.320207 0.09 -0.04 0.02
H 0.666744 -1.509202 -4.401936 0.03 0.01 -0.05
H -1.252129 -0.183244 -7.628633 -0.01 -0.09 -0.08
H 0.246608 1.556356 -8.516853 0.03 0.03 -0.11
H 1.330760 4.387727 -6.817211 0.03 0.09 -0.03
H 2.682760 3.267888 -6.704162 0.08 0.05 -0.03
H 1.743276 3.364848 -8.198735 0.04 0.04 -0.07
H 1.051123 2.883953 -4.541191 0.07 0.09 0.07
H -0.455508 1.163046 -3.652543 -0.01 0.00 0.06
H -3.715123 -1.025983 -3.287801 -0.07 0.04 0.26
H -6.384075 -1.022496 -1.010406 0.03 -0.01 0.01
H -6.006316 -1.643234 -2.628300 -0.05 -0.02 -0.09
H -5.687271 0.051379 -2.236074 -0.02 0.07 -0.07
H -1.981944 -2.162424 -0.294513 0.00 0.00 0.02
H -0.033067 -1.879541 4.932618 -0.09 -0.05 0.08
H -1.300792 -0.755645 6.457724 0.04 -0.02 0.02
H 0.096390 -1.591633 7.198577 -0.03 0.03 -0.02
H -0.623583 -0.172315 7.997068 -0.03 -0.08 -0.05

2.
112
Properties=species:S:1:pos:R:3:forces:R:3 method="wB97M-V/def2-TZVPD" spin_multiplicity=2 orbital_gap_ha="0.1081 / 0.1564" energy_ev=-84624.0995 total_charge=-2
C -0.157668 -0.053810 0.163692 0.58 -2.00 -0.77
O 0.639945 -1.025037 -0.507121 -0.13 0.31 2.30
H -1.190626 -0.391258 0.078668 -0.93 0.61 -0.38
H -0.076651 -0.005326 1.249593 0.61 -0.04 0.83
H -0.008617 0.974873 -0.164466 -0.16 0.30 -0.52
C -3.272904 -3.489431 -1.522724 -0.60 -0.09 0.89
C -2.360468 -3.626028 -2.678292 1.44 -1.84 -0.32
C -2.916127 -4.380399 -4.001941 1.72 0.79 1.36
O -1.761700 -5.016021 -4.604873 -1.48 0.04 -0.29
C -2.150228 -5.760103 -5.774715 1.00 0.20 1.62
N -1.610423 -2.393596 -2.937552 -1.66 -0.05 -1.08
H -3.983949 -2.674592 -1.658918 -0.82 -0.44 0.01
H -2.734835 -3.221930 -0.613315 0.54 0.36 -0.18
H -3.597847 -4.490900 -1.240648 -1.16 0.12 -0.19
H -1.608629 -4.287560 -2.247922 0.23 -0.63 -0.59
H -3.418298 -3.671766 -4.660541 0.37 0.48 -0.48
H -3.695815 -5.126991 -3.850975 0.06 -0.30 0.78
H -1.237042 -6.266173 -6.087892 0.15 0.67 -0.73
H -2.629464 -5.051982 -6.450744 0.07 -0.51 -0.56
H -2.747938 -6.632956 -5.512080 -0.89 0.23 0.12
H -1.694728 -1.836554 -2.099280 1.04 0.07 0.74
H -2.330217 -1.907298 -3.452817 0.12 0.89 -1.10
C -1.222791 2.830261 -4.198636 0.99 1.68 -0.81
C -0.003699 1.876966 -4.292971 -0.17 0.91 0.15
C 1.193607 2.342820 -3.371680 0.56 -0.59 -1.13
O 2.309682 1.341957 -3.381103 0.05 2.40 0.75
C 3.545517 2.051304 -2.982048 -1.19 -0.53 -0.96
N -0.549255 0.643601 -3.838906 0.81 -1.23 1.30
H -1.983651 2.672516 -4.963042 0.16 -0.53 -0.33
H -0.903425 3.860262 -4.357408 -0.12 0.41 0.29
H -1.768404 2.749568 -3.258480 0.50 0.14 0.16
H 0.372059 1.768059 -5.310339 0.08 0.25 -0.12
H 0.902914 2.732037 -2.395924 -0.37 -1.22 0.73
H 1.568244 3.305235 -3.720285 0.27 0.04 -0.98
H 4.420965 1.402858 -2.947436 -0.52 -0.63 0.27
H 3.428965 2.580352 -2.036200 -0.09 -0.07 0.11
H 3.819021 2.756666 -3.766744 -0.27 0.48 -0.09
H -0.976886 1.040819 -3.014617 -0.37 -1.53 0.65
H -1.292120 0.258851 -4.404783 0.00 0.27 -0.31
C 3.043399 2.171314 4.537048 -0.70 1.15 -0.12
C 2.487665 1.229668 5.630070 -1.07 0.84 -2.56
C 1.161701 0.594482 5.241135 -0.58 0.56 -0.37
O 0.230644 1.540648 4.689483 1.37 -0.32 0.88
C -0.933899 0.893311 4.335891 -2.36 0.74 0.09
N 3.447462 0.187643 5.839260 1.35 -0.22 0.70
H 3.954295 2.654134 4.890962 0.18 0.01 0.12
H 2.364217 2.971755 4.243605 -0.28 0.19 0.50
H 3.258937 1.782591 3.541787 0.08 -0.99 0.23
H 2.295330 1.802364 6.537340 0.33 0.00 0.15
H 0.777430 0.155996 6.162090 -0.42 -0.29 0.01
H 1.236424 -0.179502 4.477287 0.59 -0.36 0.07
H -0.889522 0.152528 3.537530 0.46 -0.01 -0.09
H -1.669769 1.656608 4.082983 0.33 0.30 -0.86
H -1.501552 0.478548 5.168863 0.58 -0.79 0.63
H 3.683740 -0.213240 4.942847 -0.79 -0.68 -0.49
H 4.279120 0.759881 5.870538 0.87 -0.16 1.04
C -2.112908 5.010977 -0.406077 1.07 0.51 0.87
C -1.606057 5.679399 -1.489786 -0.99 0.52 -0.31
C -0.212036 5.636337 -1.890778 -1.67 -1.21 2.71
O 0.116534 6.154125 -2.952510 1.25 0.89 -1.81
C 0.603901 4.941223 -0.914182 1.26 -0.13 -0.17
C 0.202713 4.275360 0.217833 -1.91 0.32 -0.05
C -1.250963 4.329813 0.578068 0.55 -0.44 -1.65
O -1.710025 3.704034 1.553861 -0.06 -0.07 0.34
O 1.035287 3.543754 1.045931 0.32 0.93 -0.90
O -2.454237 6.509355 -2.234319 -0.44 -0.70 0.89
H -3.120428 5.174561 -0.053184 -0.29 -0.11 -0.31
H 1.656568 4.948792 -1.155492 0.34 -0.22 -0.05
H 0.611667 2.699906 1.219351 -0.43 -0.14 0.29
H -2.108287 6.727253 -3.102906 0.92 -0.30 0.07
C -6.201812 0.100470 -1.013768 0.44 0.32 -3.39
C -5.197354 0.474679 -1.885304 -2.31 -0.82 0.16
C -3.868078 0.941522 -1.470827 -1.13 -0.11 4.40
O -2.929385 1.110934 -2.172356 0.61 0.10 -1.56
C -3.889145 1.144993 0.012181 0.81 0.36 0.47
C -4.850674 0.729382 0.839911 0.24 1.22 2.60
C -6.099175 0.116677 0.379778 -1.33 -1.69 2.26
O -6.964460 -0.404225 1.137743 1.98 1.55 -1.26
O -4.768837 1.033978 2.218359 0.29 -0.48 -2.29
O -5.411849 0.445363 -3.192838 -0.57 -0.44 -0.38
H -7.139252 -0.236784 -1.430742 -0.01 -0.12 -0.14
H -3.109882 1.691554 0.522508 0.62 0.09 -0.31
H -5.557899 0.678419 2.633779 -0.38 -0.28 0.01
H -4.563882 0.504450 -3.639015 0.57 0.32 -0.24
C 5.852790 -0.180010 -0.615185 1.24 -0.03 0.92
C 6.808786 0.040319 0.343158 0.85 -0.72 -1.60
C 6.586305 -0.038781 1.812243 -1.19 -0.23 1.92
O 7.428910 -0.073120 2.752813 -1.34 0.44 -3.07
C 5.155808 -0.164112 2.062348 -1.07 -0.04 0.60
C 4.144887 -0.369591 1.158798 -1.14 -1.10 -0.20
C 4.426142 -0.399798 -0.325053 -2.01 0.34 -2.32
O 3.537295 -0.510503 -1.217862 3.30 0.14 3.34
O 2.900988 -0.698127 1.544517 2.30 0.89 1.84
O 8.130518 0.133897 -0.030126 -0.80 0.27 -0.31
H 6.167437 -0.283838 -1.643102 0.02 0.25 -0.09
H 4.843580 -0.160318 3.096221 0.14 -0.11 0.16
H 2.233130 -0.906566 0.887162 -1.01 0.00 -2.23
H 8.547633 0.696377 0.626560 0.37 -0.13 0.37
C 1.246248 -5.550151 3.497391 0.52 -0.12 -3.03
C 0.762088 -4.705974 4.379143 -0.07 0.06 2.55
C 0.077749 -3.413941 4.097162 -1.97 0.78 -1.06
O -0.549581 -2.748152 4.961981 2.12 -1.79 -1.64
C 0.001266 -3.134886 2.628793 -0.13 0.80 2.32
C 0.526491 -3.922966 1.667124 0.36 0.33 -0.06
C 1.222397 -5.201130 2.029489 0.75 -2.35 -1.07
O 1.698755 -5.937448 1.130706 -1.13 1.83 2.70
O 0.558622 -3.656829 0.390239 0.15 -1.91 0.47
O 0.827206 -5.130274 5.662061 0.16 -0.37 0.53
H 1.682495 -6.498634 3.773917 0.00 0.05 0.09
H -0.485123 -2.179488 2.498263 -0.04 0.07 -0.80
H 0.396560 -2.723298 0.235794 -0.15 2.78 -1.24
H 0.628438 -4.466976 6.326976 -0.36 0.60 -0.35

3.
17
Properties=species:S:1:pos:R:3:forces:R:3 method="wB97M-V/def2-TZVPD" e_above_lowest_kcal_mol=75.5 orbital_gap_ha=0.2872 energy_ev=-47763.2928 smiles="O=[N+]([O-])[C@]1(Cl)C=CC(=S)C[C@H]1Cl" total_charge=0
O 1.283546 -1.381723 -1.601632 -0.53 -0.66 -2.39
N 1.613827 -1.237224 -0.473001 -0.12 2.14 0.41
O 2.187922 -2.001765 0.211043 1.16 -1.77 1.44
C 1.256186 0.098845 0.141727 -2.74 1.54 0.38
Cl 2.754802 0.942824 0.617409 -0.66 -0.33 -0.56
C 0.423510 -0.193049 1.394209 -0.74 0.32 0.16
C -0.912974 -0.092549 1.461531 -1.20 -1.10 1.49
C -1.818883 0.014333 0.328348 -1.21 -0.15 -0.82
S -3.419743 -0.328274 0.361915 0.72 0.28 0.52
C -1.206259 0.230444 -1.002308 3.89 -0.79 -2.02
C 0.157116 0.980616 -0.945239 2.13 -1.24 4.06
Cl 0.093170 2.647593 -0.243967 -0.49 -0.50 -0.16
H 0.824664 -0.479824 2.359189 0.97 0.10 -0.39
H -1.468434 -0.356743 2.448505 1.25 0.65 -1.75
H -0.859465 -0.810458 -1.495405 -1.24 2.17 1.08
H -1.666703 0.832284 -1.772831 -1.33 -0.33 0.18
H 0.757710 1.134664 -1.789488 0.13 -0.33 -1.63

4.
23
Properties=species:S:1:pos:R:3:forces:R:3 method="wB97M-V/def2-TZVPD" e_above_lowest_kcal_mol=2.5 orbital_gap_ha=0.3013 energy_ev=-32143.6851 smiles=Cc1ccc(Sc2ncc[pH]2)cc1 total_charge=0
C -4.036466 0.433157 0.176142 2.34 0.44 -0.60
C -2.657781 -0.192438 0.046421 1.20 -0.28 0.03
C -2.208214 -1.447874 0.493454 0.77 -0.42 -0.53
C -0.919715 -1.926867 0.117743 -4.25 -0.50 1.11
C -0.122851 -1.133677 -0.589709 3.74 -0.69 0.01
S 1.567833 -1.714822 -0.666983 0.04 -0.51 -0.50
C 2.477711 -0.391874 -0.086605 0.47 2.19 0.10
N 2.051623 0.874384 0.037374 -0.47 -4.56 -0.73
C 3.099278 1.659895 0.275806 1.93 1.57 0.38
C 4.369967 1.218247 0.458461 -0.34 0.60 0.18
P 4.389571 -0.576350 0.049774 -1.13 1.96 -1.45
C -0.432995 0.101894 -0.980671 -2.15 4.08 -0.84
C -1.727183 0.584776 -0.666585 0.41 -2.48 -0.07
H -4.282321 0.719960 -0.861781 -1.02 -0.81 0.55
H -4.623772 -0.176379 0.816844 -1.28 -0.27 -0.09
H -3.846704 1.404417 0.613806 -0.31 0.22 0.62
H -2.757992 -2.174882 1.081998 -0.60 0.41 -0.11
H -0.760303 -2.980496 0.221494 0.62 -0.27 0.63
H 2.843147 2.699362 0.210086 0.24 0.63 0.36
H 5.104380 2.036909 0.639579 -0.10 -1.44 -0.27
H 4.426878 -1.232768 1.230927 -0.09 -0.52 1.46
H 0.241790 0.810136 -1.492682 -0.35 -0.95 0.27
H -2.195879 1.405295 -1.124886 0.31 1.59 -0.52

5.
16
Properties=species:S:1:pos:R:3:forces:R:3 method="wB97M-V/def2-TZVPD" e_above_lowest_kcal_mol=20.9 orbital_gap_ha=0.3220 energy_ev=-28464.5309 smiles=N[C@H](CO)CSS total_charge=0
N -0.940833 0.817120 1.040644 0.74 0.15 -0.14
C -1.080621 0.130291 -0.271611 0.90 0.08 1.14
C -2.467390 -0.505385 -0.287587 0.37 0.15 0.57
O -3.430253 0.440067 0.102835 -0.18 0.29 -0.36
C 0.041102 -0.894510 -0.496233 -1.63 -0.51 -1.03
S 1.614488 -0.290817 -1.040109 0.97 0.36 0.60
S 2.319586 0.270159 0.885735 -0.45 0.21 0.27
H -0.416451 0.230791 1.689066 -0.50 -0.30 0.03
H -0.273712 1.574316 0.924843 -0.30 0.32 -0.09
H -0.976225 0.899583 -1.026636 -0.29 0.13 -0.32
H -2.480718 -1.286126 0.480253 0.17 -0.52 -0.29
H -2.683608 -0.911419 -1.275205 -0.26 0.00 0.07
H -2.990837 0.933838 0.816688 -0.11 0.01 -0.07
H 0.059061 -1.646635 0.291006 0.38 0.10 0.23
H -0.290869 -1.444292 -1.388970 0.19 -0.18 -0.02
H 3.652768 0.368008 0.787772 -0.01 -0.29 -0.60

6.
19
Properties=species:S:1:pos:R:3:forces:R:3 method="wB97M-V/def2-TZVPD" e_above_lowest_kcal_mol=120.1 orbital_gap_ha=0.3483 energy_ev=-8459.1470 total_charge=0
C -0.794674 2.571168 -0.026216 -0.02 0.02 0.01
C -0.185018 1.396724 -0.761141 -0.11 0.15 -0.09
O 0.661809 0.722882 0.153674 0.12 0.08 0.04
C 1.228419 -0.404628 -0.431275 -0.23 -0.27 -0.12
C 1.660033 -1.530534 0.465938 -0.13 -0.16 0.19
C 0.492263 -1.709802 -0.450061 -1.45 0.62 1.73
C -1.095428 -1.601388 0.675646 0.56 0.57 0.33
H -0.001647 3.227223 0.345672 -0.14 -0.06 -0.06
H -1.374066 2.213561 0.831646 0.06 0.09 -0.13
H -1.453147 3.146664 -0.683887 0.08 -0.08 0.09
H 0.400309 1.731737 -1.633827 -0.09 -0.04 0.15
H -0.959199 0.706422 -1.137549 0.13 0.11 0.12
H 1.900224 -0.146789 -1.262194 -0.36 -0.26 0.06
H 1.402143 -1.422643 1.515285 0.20 0.14 0.02
H 2.635592 -1.990310 0.289681 -0.38 -0.07 -0.08
H -0.453340 -2.219933 -0.565512 0.71 -1.41 -2.27
H -2.085409 -1.651297 0.169872 0.89 0.06 -0.14
H -1.042611 -2.415884 1.408790 0.30 0.31 -0.24
H -0.936252 -0.623176 1.095456 -0.14 0.20 0.41

7.
37
Properties=species:S:1:pos:R:3:forces:R:3 method="wB97M-V/def2-TZVPD" e_above_lowest_kcal_mol=25.3 orbital_gap_ha=0.3552 energy_ev=-14526.7196 smiles="CB1C=C(C)C[C@H]1C.C=CC(C)C=C" total_charge=0
C 2.138243 -2.445731 2.236109 -0.76 0.05 -1.54
B 2.103039 -1.112818 1.441530 -0.16 1.59 -1.08
C 1.889169 0.392531 1.762537 -1.75 0.02 1.73
C 1.920866 1.159271 0.645786 2.10 -0.15 -0.43
C 1.508683 2.555890 0.552937 -1.99 0.22 -0.86
C 2.555557 0.421043 -0.571728 1.26 -1.62 2.46
C 2.109139 -1.030009 -0.147084 1.61 -1.60 -2.18
C 2.950457 -2.136619 -0.881919 -0.23 -0.63 0.11
H 1.928355 -3.192060 1.444954 0.07 -0.15 0.80
H 1.384129 -2.458839 2.995507 -0.62 -0.12 0.49
H 3.049906 -2.691564 2.718007 1.08 -0.15 0.35
H 1.367237 0.757152 2.731278 1.26 -0.18 -1.59
H 0.824374 2.617063 -0.304734 -0.24 -0.07 0.04
H 2.183218 3.322130 0.289311 1.61 0.49 -0.07
H 0.932557 2.899314 1.392470 -0.07 0.07 0.58
H 2.546763 0.689864 -1.620548 -1.43 0.46 -0.13
H 3.681577 0.348940 -0.489306 -0.86 0.48 0.58
H 1.122631 -1.180776 -0.568508 -0.73 0.09 0.32
H 4.017875 -2.120307 -0.499345 -1.18 -0.43 -0.56
H 2.936041 -2.014892 -1.975560 0.37 0.53 0.21
H 2.455026 -3.168154 -0.844575 0.91 1.19 0.71
C -4.255563 2.181216 -1.402282 -0.22 -0.19 0.26
C -3.430751 1.137313 -1.684703 -0.54 0.95 0.36
C -3.104116 0.194921 -0.563059 4.02 -1.37 -3.44
C -2.933329 -1.256282 -1.159857 -1.76 0.38 -1.35
C -1.685034 0.575276 -0.043797 -1.79 -0.18 -0.16
C -1.505055 1.255513 1.077460 0.19 -1.45 -0.45
H -4.646445 2.983900 -2.018347 0.64 -0.30 -0.86
H -4.741463 2.393898 -0.395478 1.03 -1.15 -0.92
H -2.817289 0.828223 -2.606029 -1.47 1.31 0.96
H -3.867070 0.107291 0.102505 -1.83 0.35 2.45
H -2.447622 -1.346303 -2.163388 0.25 0.52 0.96
H -2.456073 -1.861089 -0.436534 0.67 -0.85 0.60
H -3.922485 -1.725782 -1.399456 0.50 0.46 0.54
H -0.887964 0.213437 -0.686631 0.18 0.17 0.10
H -2.418674 1.401569 1.632805 0.29 0.63 0.58
H -0.485895 1.305480 1.439666 -0.46 0.60 0.42

8.
9
Properties=species:S:1:pos:R:3:forces:R:3 method="wB97M-V/def2-TZVPD" e_above_lowest_kcal_mol=49.7 orbital_gap_ha=0.4154 energy_ev=-7713.7993 smiles="[NH3+][C@H]1OC1=O" total_charge=+1
N 0.242374 0.059089 -0.122912 0.13 -0.80 -3.89
C -0.999712 0.829870 -0.501854 0.35 3.19 0.93
O -1.839868 0.366544 -1.617168 1.18 0.33 0.12
C -2.328774 0.199120 -0.372833 3.40 1.89 -1.56
O -3.242120 -0.169030 0.184585 -3.11 -1.44 1.88
H 0.241266 -0.910616 -0.601543 -0.03 1.43 1.37
H 0.142049 0.061540 0.862405 0.74 -0.67 1.59
H 1.116816 0.546821 -0.471626 -1.06 -0.57 0.77
H -0.667905 2.034066 -0.281913 -1.61 -3.37 -1.21